The following is a DFT calculation (ωB97M-V/def2-TZVPD) of the molecule C5H11N.

Output
energy above the lowest of the compared OMol25 structures with the same formula, charge and spin: 3.1489 eV
LUMO (spin up / spin down): 0.82 / 0.81 eV
HOMO (spin up / spin down): -7.19 / -7.11 eV
max |F|: 0.69 eV Å⁻¹
electronic energy: -251.74681 a.u.

Positions of all 17 atoms, in Å:
C -2.4506 0.5602 0.0788
C -0.9266 0.6750 0.1197
C -0.2190 -0.6189 -0.2996
N 1.2460 -0.5077 -0.1037
C 1.8695 -0.7466 1.0866
C 2.0714 0.0394 -1.0175
H -2.8121 0.3226 -0.9286
H -2.9263 1.4984 0.3856
H -2.8071 -0.2247 0.7558
H -0.5988 1.4919 -0.5366
H -0.5939 0.9268 1.1334
H -0.4338 -0.8504 -1.3524
H -0.5893 -1.4547 0.3127
H 2.5044 0.0700 1.4283
H 1.8209 -1.7198 1.5912
H 1.7832 0.9469 -1.5572
H 3.0620 -0.4084 -1.0964

Atom charges from the Löwdin analysis, given in e for atoms 1 to 6:
1. C -0.12
2. C -0.25
3. C -0.17
4. N -0.32
5. C -0.02
6. C -0.01

The following is a DFT calculation (ωB97M-V/def2-TZVPD) of a structure of composition C28H43N8O7S2SeTl.

Output
LUMO: -0.47 eV
HOMO: -3.14 eV
charge: -2
max |F|: 10.04 eV Å⁻¹
electronic energy: -5427.29172 a.u.

Positions of all 90 atoms, in Å:
Tl 2.6083 0.5177 -1.0222
N -4.7254 0.2325 5.5998
C -3.9212 1.0511 6.4474
C -3.7851 2.5059 5.9530
C -4.2041 2.8981 4.5369
C -4.0838 4.4683 4.5502
N -2.6052 4.7608 4.7881
C -1.7872 5.9502 4.7478
N -1.7590 6.8191 3.5586
N -1.3537 6.3276 6.1204
C -2.6000 0.2119 6.8826
O -2.5976 -1.0380 6.6508
O -1.6977 0.8065 7.4140
H -4.4287 -0.7843 5.8530
H -4.4644 0.2131 4.6662
H -4.3151 1.1550 7.5730
H -2.8900 2.9576 6.3304
H -4.7195 2.9263 6.6188
H -5.2386 2.5891 4.5050
H -3.7986 2.2368 3.7364
H -4.7308 5.0125 5.2423
H -4.3739 4.7888 3.5712
H -2.2314 4.1038 4.2030
H -2.4767 7.5851 3.5121
H -0.8298 7.1836 3.5124
H -1.0993 5.3567 6.4699
H -2.2403 6.1909 6.6300
C -0.2658 -3.4370 3.0488
C -1.2028 -2.4639 3.8458
C -0.4494 -2.3840 5.2456
C -2.5395 -3.1429 4.1453
N -1.3817 -1.2790 2.9410
N -1.9614 -0.1571 3.3861
H 0.1496 -4.2236 3.6591
H 0.6670 -2.8427 2.8079
H -0.7488 -3.8654 2.1295
H -0.1742 -3.3864 5.5345
H -1.1928 -1.9941 5.8974
H 0.4829 -1.7432 5.2998
H -2.3888 -3.8695 4.9005
H -2.9895 -3.6055 3.2978
H -3.2287 -2.4149 4.5870
H -0.4459 -0.9993 2.6979
H -1.6825 0.0158 4.3527
H -2.9484 -0.2561 3.3218
O -4.9958 -4.7063 -9.9220
C 6.1182 -0.3533 -6.1387
C 4.9484 -0.9071 -5.4943
C 4.2923 -0.2552 -4.5064
C 4.7851 0.8865 -3.8360
C 4.3425 1.3773 -2.5399
C 5.1517 2.3950 -2.0284
C 6.2376 3.0192 -2.6575
C 6.5932 2.6395 -3.9600
C 5.9469 1.5471 -4.5245
C 6.5251 0.8989 -5.6894
H 6.4918 -0.7130 -7.1394
H 4.4732 -1.7727 -5.9143
H 3.4377 -0.7651 -4.0258
H 4.8403 2.8513 -1.0583
H 6.7662 3.9190 -2.2654
H 7.4790 3.0242 -4.4567
H 7.1039 1.5520 -6.2636
C -1.6068 1.0071 -4.7629
S -1.8367 2.3122 -6.0533
C -3.5902 2.4048 -6.8808
H -2.5443 0.4568 -4.7120
H -1.5354 1.5931 -3.8170
H -0.7573 0.3164 -4.8198
H -4.4162 2.2940 -6.0656
H -3.7860 1.7273 -7.7664
H -3.6427 3.4789 -7.1860
Se -3.8294 -3.7711 -9.2006
N -2.1985 -3.5927 -10.0235
C -1.2057 -4.0783 -9.3032
C 0.1794 -4.3648 -9.6943
C 1.0970 -4.8542 -8.8842
C 0.8139 -5.1040 -7.5291
C -0.5152 -5.0191 -7.1124
C -1.5882 -4.6447 -8.0057
N -2.8738 -4.8460 -7.8020
H 0.3935 -3.9700 -10.6226
H 2.1189 -5.0517 -9.2282
H 1.5641 -5.2721 -6.8135
H -0.8327 -5.0832 -6.1016
O 9.3438 -3.3976 8.3234
S 8.3997 -3.1746 6.8345
O 7.0771 -3.5684 7.0748
O 9.2557 -3.7987 5.9270
O 8.6286 -1.6144 6.8963

Atom charges from the Löwdin analysis, given in e for atoms 1 to 6:
1. Tl 0.73
2. N 0.01
3. C -0.34
4. C -0.19
5. C -0.20
6. C -0.18

The following is a DFT calculation (ωB97M-V/def2-TZVPD) of a cluster of 3 separate species, C23H18Cl2F16O4 in total.

Output
LUMO: -0.81 eV
HOMO: -9.56 eV
SMILES: C[C@@H](Cl)[C@@H](Cl)C1=CC(=O)c2ccccc2C1=O.FC(F)C(F)(F)COC(F)(F)C(F)F.FC(F)C(F)(F)COC(F)(F)C(F)F
max |F|: 0.53 eV Å⁻¹
electronic energy: -3706.44404 a.u.

Positions of all 63 atoms, in Å:
C -4.2195 3.1078 0.5109
C -4.5964 2.1574 -0.6412
Cl -4.4043 2.9415 -2.2333
C -3.8658 0.8039 -0.6002
Cl -4.9433 -0.4662 -1.2478
C -2.4673 0.8012 -1.1999
C -1.5503 1.6760 -0.7702
C -0.1447 1.6665 -1.2633
O 0.5385 2.6653 -1.2425
C 0.3557 0.3500 -1.7417
C 1.7065 0.0243 -1.7249
C 2.1057 -1.2263 -2.1686
C 1.1703 -2.1380 -2.6550
C -0.1762 -1.8012 -2.7017
C -0.5825 -0.5617 -2.2244
C -2.0229 -0.1656 -2.2742
O -2.7443 -0.5496 -3.1587
H -5.0843 3.2886 1.1442
H -3.8375 4.0497 0.1258
H -3.4436 2.6746 1.1430
H -5.6564 1.9296 -0.5680
H -3.7503 0.5419 0.4500
H -1.7690 2.4520 -0.0486
H 2.4303 0.7438 -1.3661
H 3.1518 -1.4972 -2.1414
H 1.4826 -3.1119 -3.0085
H -0.9240 -2.4743 -3.0989
C -6.0024 -0.9000 3.9956
C -4.9329 -0.3419 3.0503
C -3.4940 -0.2590 3.5680
F -3.4038 0.5690 4.6239
F -2.7116 0.2362 2.5747
F -5.3130 0.8600 2.5615
F -4.8696 -1.2129 2.0016
O -6.8000 0.0420 4.6811
C -6.4538 0.5338 5.9073
C -6.3256 2.0630 5.8848
F -5.4004 2.4433 4.9815
F -5.9321 2.4801 7.1070
F -5.3449 -0.0445 6.3998
F -7.4681 0.2581 6.7585
H -6.7020 -1.4159 3.3397
H -5.5777 -1.6434 4.6708
H -3.1262 -1.2503 3.8435
H -7.2878 2.5130 5.6339
C 7.3807 0.0789 -2.7893
C 6.2476 -0.7803 -2.2167
C 6.4715 -1.4427 -0.8546
F 7.4955 -2.3151 -0.9039
F 5.3476 -2.1202 -0.5222
F 5.8464 -1.6998 -3.1170
F 5.2040 0.0797 -2.0043
O 8.2162 -0.5274 -3.7524
C 9.3565 -1.1956 -3.4092
C 9.3261 -2.6509 -3.8953
F 8.2681 -3.2992 -3.3718
F 10.4563 -3.2652 -3.4829
F 9.6201 -1.1233 -2.0930
F 10.3851 -0.6072 -4.0623
H 6.8720 0.8704 -3.3376
H 7.9547 0.5508 -1.9915
H 6.6693 -0.6881 -0.0890
H 9.2696 -2.6776 -4.9848

Atom charges from the Löwdin analysis, given in e for atoms 1 to 6:
1. C -0.11
2. C -0.74
3. Cl 0.65
4. C -0.65
5. Cl 0.69
6. C -0.15